Below is a molecular structure, C4H12O12S2V, with properties calculated with wB97M-V/def2-TZVPD.

XYZ file:
```
31
Properties=species:S:1:pos:R:3
O -22.45 -25.13 31.50
V -23.99 -25.32 31.92
O -24.82 -25.70 30.60
S -24.79 -23.34 37.27
O -24.34 -23.87 35.99
O -24.10 -22.11 37.64
O -26.14 -22.94 37.06
O -24.73 -24.33 38.33
S -25.39 -29.59 35.20
O -24.90 -28.54 34.25
O -24.53 -30.78 35.24
O -25.29 -28.90 36.53
O -26.75 -29.97 35.00
C -30.05 -26.47 31.44
O -29.30 -26.14 32.63
H -29.82 -25.86 30.56
H -29.78 -27.47 31.10
H -31.11 -26.33 31.66
H -29.39 -26.97 33.11
C -22.93 -19.75 29.82
C -24.32 -20.10 30.34
C -25.13 -20.68 29.15
O -24.14 -20.99 31.34
H -22.55 -20.72 29.49
H -22.23 -19.44 30.60
H -22.96 -19.01 29.03
H -24.82 -19.22 30.76
H -25.37 -19.94 28.39
H -26.14 -20.85 29.52
H -24.81 -21.61 28.70
H -23.59 -20.62 32.03
```

The charge is -3. The value obtained for the total energy is -76260.9547 eV. As for the HOMO energy: 0.0547 hartree.

Now the Mulliken charges, all in e: O -0.85; V 1.64; O -0.84; S 1.17; O -0.58; O -0.74; O -0.66; O -0.68; S 1.17; O -0.57; O -0.73; O -0.62; O -0.70; C -0.57; O -0.46; H 0.22; H 0.25; H 0.24; H 0.32; C -1.28; C 0.40; C -1.27; O -0.48; H 0.33; H 0.39; H 0.34; H 0.21; H 0.38; H 0.33; H 0.35; H 0.30

---

Below is 2 unconnected molecules or ions with the total composition C7H16OSi, with properties calculated with wB97M-V/def2-TZVPD.

XYZ file:
```
25
Properties=species:S:1:pos:R:3
C -2.95 0.30 -1.32
C -2.35 -0.51 -0.44
C 2.31 -0.05 -0.67
C 0.69 1.34 -1.88
C -0.54 -2.78 1.47
C 0.84 2.28 2.98
C 0.90 -0.04 -1.27
O -0.05 -1.71 0.77
Si -0.51 -0.40 -0.03
H -3.95 0.38 -1.42
H -2.41 1.00 -1.98
H -2.83 -1.23 0.29
H 3.19 0.15 -1.28
H 2.28 0.77 0.02
H 2.62 -1.13 -0.30
H 0.57 2.28 -1.29
H -0.34 1.08 -2.29
H 1.39 1.74 -2.64
H 0.25 -3.46 1.87
H -1.34 -3.41 0.89
H -1.07 -2.51 2.33
H 1.56 2.41 2.31
H -0.15 2.80 2.69
H 1.05 1.30 3.37
H 0.84 -0.61 -2.17
```

The charge is 0. The value obtained for the total energy is -17438.0887 eV. As for the HOMO energy (spin up / spin down): -0.3280 / -0.2394 hartree.

Now the Mulliken charges, all in e: C -0.81; C -0.03; C -1.26; C -1.18; C -0.72; C -0.88; C 0.47; O -0.05; Si -0.09; H 0.33; H 0.20; H 0.23; H 0.42; H 0.29; H 0.21; H 0.28; H 0.18; H 0.37; H 0.26; H 0.27; H 0.35; H 0.30; H 0.26; H 0.31; H 0.30

---

Below is 2 unconnected molecules or ions with the total composition C6H16NO2, with properties calculated with wB97M-V/def2-TZVPD.

XYZ file:
```
25
Properties=species:S:1:pos:R:3
O -1.04 2.18 -1.59
C -0.09 1.55 -1.95
C -0.11 0.04 -1.85
C 1.26 -0.62 -1.58
C 1.86 -0.25 -0.22
C 0.90 -0.12 0.96
C -0.05 -1.30 1.09
N -1.17 -0.93 2.02
H 0.81 2.10 -2.30
H -0.48 -0.35 -2.80
H -0.87 -0.11 -1.11
H 1.12 -1.69 -1.67
H 1.90 -0.28 -2.38
H 2.29 0.75 -0.33
H 2.76 -0.83 0.01
H 0.36 0.81 0.88
H 1.48 -0.05 1.89
H -0.53 -1.48 0.12
H 0.48 -2.15 1.48
H -0.93 -0.97 3.00
H -1.54 0.00 1.71
H -1.87 -1.65 1.91
H -2.05 1.63 0.15
H -2.56 2.20 1.45
O -1.97 1.51 1.11
```

The charge is +1. The value obtained for the total energy is -12060.3205 eV. As for the HOMO energy: -0.4909 hartree.

Now the Mulliken charges, all in e: O -0.52; C -0.15; C -0.26; C -0.78; C -0.83; C -0.44; C -0.96; N -0.09; H 0.40; H 0.46; H 0.02; H 0.35; H 0.42; H 0.36; H 0.42; H 0.33; H 0.47; H 0.51; H 0.33; H 0.38; H 0.26; H 0.37; H 0.30; H 0.31; O -0.66

---

Below is C20H20N6O2S in the gas phase, with properties calculated with wB97M-V/def2-TZVPD.

XYZ file:
```
49
Properties=species:S:1:pos:R:3
C 2.21 4.99 0.41
C 0.96 4.30 -0.03
C 0.17 3.61 0.90
C -0.96 2.91 0.50
N -1.76 2.21 1.36
C -2.87 1.41 0.89
C -2.34 0.06 0.38
N -1.13 -0.30 1.10
S 0.34 0.03 0.32
O 1.22 0.69 1.25
O 0.10 0.62 -0.96
C 0.91 -1.65 0.08
C 1.64 -2.28 1.10
C 2.04 -3.57 0.94
C 1.73 -4.28 -0.25
C 2.13 -5.62 -0.44
C 1.83 -6.28 -1.60
C 1.11 -5.63 -2.62
C 0.70 -4.34 -2.46
C 1.00 -3.63 -1.28
C 0.59 -2.29 -1.08
C -1.17 0.12 2.49
C -1.23 1.66 2.59
N -1.27 3.05 -0.81
N -2.31 2.56 -1.52
C -2.07 2.97 -2.74
N -0.97 3.70 -2.91
C -0.44 3.76 -1.70
N 0.66 4.37 -1.31
H 1.99 5.70 1.21
H 2.92 4.26 0.79
H 2.65 5.52 -0.43
H 0.49 3.61 1.93
H -3.55 1.27 1.74
H -3.40 1.93 0.09
H -2.07 0.14 -0.67
H -3.08 -0.73 0.51
H 1.88 -1.71 1.98
H 2.60 -4.07 1.71
H 2.69 -6.11 0.34
H 2.14 -7.30 -1.74
H 0.88 -6.17 -3.53
H 0.14 -3.84 -3.24
H 0.05 -1.77 -1.85
H -0.27 -0.26 2.97
H -2.04 -0.35 2.95
H -1.88 1.96 3.42
H -0.22 2.03 2.77
H -2.74 2.74 -3.55
```

The charge is 0. The value obtained for the total energy is -44935.1017 eV. As for the HOMO energy: -0.2947 hartree.

Now the Mulliken charges, all in e: C -1.24; C 0.89; C -0.87; C 1.24; N 0.07; C -0.93; C -0.76; N 0.20; S 1.78; O -0.76; O -0.71; C -0.02; C -0.80; C -1.16; C 1.01; C -0.70; C -0.52; C -0.52; C -0.77; C 0.29; C -0.35; C -0.80; C -0.69; N 0.74; N -1.31; C -0.27; N -0.76; C 0.41; N -0.68; H 0.35; H 0.27; H 0.39; H 0.38; H 0.38; H 0.54; H 0.42; H 0.48; H 0.45; H 0.39; H 0.39; H 0.39; H 0.39; H 0.43; H 0.49; H 0.34; H 0.39; H 0.42; H 0.25; H 0.44

---

Below is a molecular structure, C13H24Cl2LaN2O, with properties calculated with wB97M-V/def2-TZVPD.

XYZ file:
```
43
Properties=species:S:1:pos:R:3
La -1.16 -1.07 0.77
Cl -3.31 0.12 1.91
Cl 1.05 -2.65 0.71
C -1.92 -2.77 1.65
H -1.55 -3.81 1.53
H -3.00 -2.80 2.00
C -1.50 -1.84 -1.61
C -2.31 -2.35 -0.63
H -0.43 -2.07 -1.61
C -3.77 -1.67 -0.52
H -2.37 -3.49 -0.42
C -4.38 -1.60 -1.91
H -4.39 -2.28 0.20
H -3.66 -0.67 -0.01
C -3.53 -0.72 -2.84
H -4.40 -2.62 -2.33
H -5.40 -1.25 -1.88
C -2.02 -1.05 -2.82
H -3.89 -0.79 -3.86
H -3.62 0.34 -2.54
H -1.75 -1.57 -3.78
H -1.44 -0.11 -2.89
C 0.98 2.80 2.60
N 2.08 2.24 1.84
C 3.36 2.87 2.04
C 4.47 1.98 1.56
C 4.19 1.54 0.15
N 2.87 0.96 0.06
C 2.59 0.07 -1.04
C 1.83 1.33 0.85
O 0.66 0.85 0.69
H 0.08 2.19 2.47
H 0.77 3.83 2.29
H 1.27 2.82 3.66
H 3.40 3.84 1.51
H 3.46 3.08 3.11
H 4.56 1.11 2.21
H 5.41 2.52 1.59
H 4.91 0.78 -0.18
H 4.27 2.40 -0.54
H 3.54 -0.08 -1.59
H 2.21 -0.91 -0.66
H 1.82 0.51 -1.73
```

The charge is -1. The value obtained for the total energy is -44801.4477 eV. As for the HOMO energy: -0.0902 hartree.

Now the Mulliken charges, all in e: La 1.03; Cl -0.69; Cl -0.73; C -0.80; H 0.36; H 0.28; C -0.84; C 0.19; H 0.44; C -0.58; H 0.38; C -0.80; H 0.20; H 0.07; C -0.71; H 0.32; H 0.40; C -0.55; H 0.32; H 0.26; H 0.35; H 0.16; C -1.05; N 0.22; C -0.62; C -0.76; C -0.59; N 0.24; C -0.69; C 0.39; O -0.75; H 0.30; H 0.31; H 0.31; H 0.29; H 0.36; H 0.32; H 0.35; H 0.44; H 0.24; H 0.36; H 0.04; H 0.21

---

Below is a gas-phase ion, C3H10N3O2 (charge +1), with properties calculated with wB97M-V/def2-TZVPD.

XYZ file:
```
18
Properties=species:S:1:pos:R:3
C -2.17 0.22 -0.35
N -0.69 0.34 -0.63
C 0.03 1.06 0.42
C 1.22 0.17 0.79
N 0.68 -1.22 0.60
O 2.32 0.33 -0.21
N -0.12 -0.45 -1.42
O -0.61 -1.29 -2.09
H -2.45 0.28 0.75
H -2.72 1.01 -0.81
H -2.37 -0.80 -0.80
H 0.51 1.91 -0.03
H -0.59 1.47 1.17
H 1.49 0.33 1.84
H 0.06 -1.42 1.35
H 1.47 -1.83 0.48
H 3.04 0.11 0.42
H 0.90 -0.23 -1.48
```

The charge is +1. The value obtained for the total energy is -11827.5579 eV. As for the HOMO energy: -0.5384 hartree.

Now the Mulliken charges, all in e: C -0.72; N 0.21; C -0.77; C -0.06; N -0.51; O -0.54; N 0.61; O -0.53; H 0.32; H 0.33; H 0.33; H 0.28; H 0.47; H 0.53; H 0.22; H 0.21; H 0.36; H 0.26